114
Properties=species:S:1:pos:R:3 method="wB97M-V/def2-TZVPD" de_lowest_ev=2.927 gap_ha="0.1275 / 0.1271" homo_ev="-5.535 / -5.535" total_charge=+1 total_energy_ev=-141689.0587 largest_force_ev_per_a=3.5
C 1.71250 4.60697 -3.31220
C 7.36564 -4.46110 2.01466
C 3.02341 -3.14431 5.66406
H -6.83764 -0.71723 -2.78117
C 3.07822 2.53864 4.10622
H -1.47542 -3.70233 -4.98561
C -2.35638 3.99974 3.20154
H -0.80034 -2.56906 -2.97940
H 7.55025 -5.51598 2.17747
C 1.63160 -3.44391 5.51906
C -4.94970 -3.96276 0.20059
H 9.34157 -4.00824 1.44201
H -7.91603 1.15054 -1.18257
H 3.61599 3.49612 -3.38811
H 2.13950 -0.42215 0.18999
C -0.76526 4.99139 -2.81615
H -4.43081 -3.18551 -4.40050
H 0.66443 7.48934 3.25280
H -5.09370 -4.86395 0.76723
H 1.59967 6.10167 2.79947
C -3.56839 -3.72156 -4.87019
C 3.42232 0.62400 -3.27631
H -7.40304 0.26205 -4.14959
C -1.19266 3.64589 2.57030
H -1.48766 4.43714 -3.41204
H -3.94945 1.63973 -2.05124
C 5.71777 -2.71284 1.78775
H 4.76624 0.98305 0.01176
C 4.35295 1.84632 -0.58490
H -3.61989 5.57515 3.94292
H 4.20761 2.72004 0.15653
H -6.43670 -0.89106 0.00231
H -1.04186 2.59519 2.36320
C 0.71178 3.06983 -2.04434
H 5.43277 -0.42478 2.67878
H 3.26980 3.53033 4.44124
H 3.30475 1.39139 -4.06627
H -3.11135 3.19954 3.41201
C 8.34347 -3.57803 1.60887
H 0.43407 0.32062 3.88688
C -7.04344 0.33157 -3.10832
H -9.12534 0.47402 -2.32589
H 2.82430 -0.18306 -3.74707
C 6.07485 -3.99589 2.14392
Se -1.87613 0.38194 -3.33117
H 5.05152 1.98131 3.32815
H 5.32123 -4.65422 2.59650
C 4.02240 1.69027 3.51105
H 0.95768 2.58316 4.77047
H -3.14934 -4.67672 -0.80655
Si 2.91043 1.20807 -1.60963
N -2.76574 -2.12266 -2.26981
H -5.79610 2.19056 -3.14928
H -2.15013 -2.00108 -4.94098
N 0.54424 4.29631 -2.57911
C -5.70333 1.07716 -3.10719
H -5.05897 0.82939 -3.98346
N -0.24579 4.54263 2.29801
C 8.06908 -2.28389 1.22936
C -5.77683 -2.86399 0.49838
C -0.40894 5.76531 2.83555
H 4.44849 0.26633 -3.41601
N 4.44773 -0.58669 2.63569
C 1.40729 0.79323 3.71079
C 1.78668 2.02036 4.29609
C -1.84224 -2.91631 -3.06080
C 1.11835 -3.61148 4.25544
H 0.11261 -3.99487 4.04509
C 1.90127 -3.36150 3.10849
N 1.92465 2.60770 -2.21483
H -0.07227 2.49366 -1.59265
N 0.69443 6.50062 3.07118
H 1.48691 -3.48862 2.10794
C -1.63434 6.21771 3.38365
H -3.86401 -5.36985 -3.41411
H -8.25857 2.05592 -2.64452
H -6.54163 -3.02772 1.29154
C 3.19265 -2.92271 3.26785
H 4.90372 -2.89174 4.67918
H 0.85998 -0.05812 -0.92042
H 1.73532 5.56585 -3.87167
N 2.26945 0.10706 2.93519
Ba 1.77221 2.91183 1.50603
C -3.90663 -3.86712 -0.72971
H 5.16881 2.20801 -1.25392
H -0.53742 5.87782 -3.39688
H -5.26234 1.04441 -0.93248
H 0.97256 -3.61474 6.40803
C -2.96231 -0.76882 -2.47064
C 3.59027 0.43017 2.99227
H -2.52617 -5.67019 -4.63012
H 6.52115 -0.80990 1.01268
C -8.14828 1.00938 -2.24217
C -4.75744 0.85622 -1.89514
H 2.09277 -1.13170 -1.38487
C -5.67509 -1.66009 -0.24302
C 3.81505 -2.93972 4.55852
C 2.59451 3.63811 -3.04013
N -4.09034 -0.44125 -1.82532
C 6.75529 -1.83027 1.29842
C -3.74782 -2.64687 -1.39517
H -1.75978 7.27955 3.58934
H -3.76156 -3.57265 -5.97230
H -1.20210 5.33400 -1.84989
H -4.23600 -5.83083 -5.13855
C -2.21519 -3.03464 -4.54680
C -4.59349 -1.53721 -1.13111
H 8.85645 -1.63941 0.86679
P 3.97048 -2.10437 1.88604
H 3.45651 -3.36607 6.62415
C -3.54302 -5.19744 -4.50837
C -2.66176 5.33254 3.52307
H -1.90099 -3.92095 -2.65685
C 1.91954 -0.19674 -0.82496